Entry 1:
C37H77Br3Cl10NO4P | wB97M-V/def2-TZVPD

Values from the calculation:
Multiplicity   1
Frontier orbital gap   7.4 eV

Element x y z (Å)
C -1.836 -3.854 -0.924
C -1.468 -3.439 0.538
C -0.193 -2.547 0.527
C 0.046 -1.961 1.943
P 1.818 -1.267 2.197
C 1.871 0.108 3.368
C 1.477 -0.489 4.777
C 1.182 0.480 5.917
C 1.587 0.092 7.370
C 2.576 -2.745 3.042
C 2.842 -3.964 2.067
C 3.223 -5.235 2.916
C 2.147 -6.240 3.323
C 2.764 -0.962 0.571
C 4.189 -0.407 0.651
C 5.233 -1.500 0.846
C 5.408 -2.312 -0.498
H -2.686 -4.523 -1.051
H -1.005 -4.326 -1.448
H -2.091 -3.022 -1.581
H -1.168 -4.325 1.098
H -2.272 -3.039 1.156
H -0.254 -1.701 -0.158
H 0.648 -3.009 0.012
H -0.198 -2.772 2.630
H -0.636 -1.156 2.215
H 1.202 0.905 3.045
H 2.851 0.577 3.450
H 2.176 -1.222 5.180
H 0.659 -1.209 4.774
H 0.138 0.771 6.035
H 1.551 1.466 5.634
H 1.411 0.947 8.022
H 2.672 0.122 7.473
H 1.093 -0.809 7.732
H 1.806 -3.059 3.747
H 3.445 -2.433 3.621
H 3.615 -3.688 1.349
H 1.984 -4.162 1.425
H 3.725 -4.910 3.828
H 4.056 -5.712 2.400
H 1.854 -6.731 2.395
H 1.310 -5.939 3.953
H 2.701 -7.032 3.827
H 2.002 -0.380 0.054
H 2.752 -1.963 0.139
H 4.246 0.335 1.448
H 4.428 0.275 -0.165
H 4.954 -2.046 1.747
H 6.195 -0.998 0.946
H 6.194 -3.066 -0.528
H 5.645 -1.707 -1.373
H 4.493 -2.732 -0.916
C 1.785 1.581 -6.994
C 1.289 1.605 -5.563
C -0.229 1.490 -5.418
C -0.692 1.837 -4.018
N -2.157 1.669 -3.709
C -3.075 2.417 -4.688
C -4.215 3.074 -3.920
C -3.733 3.128 -2.449
C -2.492 2.238 -2.323
C -2.475 0.140 -3.768
H 1.791 0.514 -7.221
H 2.822 1.895 -7.115
H 1.201 2.022 -7.802
H 1.578 2.602 -5.230
H 1.625 0.807 -4.901
H -0.603 0.478 -5.571
H -0.621 2.229 -6.117
H -0.452 2.874 -3.785
H -0.113 1.264 -3.293
H -3.289 1.790 -5.553
H -2.488 3.281 -4.998
H -5.108 2.506 -4.179
H -4.431 4.027 -4.404
H -4.579 2.804 -1.842
H -3.409 4.087 -2.044
H -2.666 1.407 -1.639
H -1.612 2.813 -2.037
H -1.866 -0.477 -3.108
H -2.355 -0.196 -4.797
H -3.518 0.076 -3.456
O 0.783 0.370 1.606
C 0.494 0.713 0.275
C -0.959 0.284 -0.269
O -1.283 0.283 -1.666
H 1.199 0.200 -0.379
H 0.571 1.793 0.157
H -1.690 0.906 0.248
H -1.337 -0.620 0.209
O -5.138 4.312 -1.439
C -4.344 3.625 -0.804
O -2.983 3.844 -0.858
C -2.265 2.796 -0.137
C -3.376 2.319 0.818
C -4.635 2.473 0.093
H -1.506 3.264 0.490
H -1.923 1.894 -0.645
H -3.364 2.985 1.681
H -3.148 1.294 1.111
H -5.408 2.830 0.774
H -4.946 1.570 -0.431
C -2.018 -0.031 2.257
Cl -1.914 -1.297 3.454
Cl -2.906 1.376 2.748
H -1.004 0.241 1.964
H -2.362 -0.289 1.255
C 0.448 2.822 -1.456
Cl -0.010 4.275 -0.599
Cl 0.738 3.294 -3.153
H 1.324 2.400 -0.964
H -0.349 2.081 -1.402
C -0.002 -1.604 -2.340
Cl -0.396 -1.411 -4.054
Cl 0.942 -3.076 -2.222
H 0.605 -0.734 -2.090
H -0.884 -1.469 -1.714
C -3.279 -0.579 -1.048
Cl -4.836 -0.532 -1.948
Cl -3.199 -2.009 0.083
H -2.506 -0.595 -1.816
H -3.203 0.343 -0.471
C -0.220 2.021 2.913
Cl 0.275 2.408 4.614
Cl -0.976 3.591 2.315
H 0.639 1.818 2.273
H -0.954 1.216 2.913
C 2.491 2.065 1.782
Br 1.545 3.778 1.408
Br 3.155 1.901 3.687
Br 4.020 2.136 0.482
H 1.816 1.260 1.491



Entry 2:
C37H79N8O8 | wB97M-V/def2-TZVPD

Values from the calculation:
Multiplicity   1
Frontier orbital gap   8.3 eV
Net charge   +1

Element x y z (Å)
C 0.758 -1.187 2.569
C -0.511 -2.204 2.175
C -1.877 -1.283 1.885
C -2.033 -0.851 0.315
N -3.006 -1.706 -0.495
C -3.008 -3.155 -0.096
C -3.659 -4.225 -1.113
C -4.059 -3.742 -2.608
C -5.692 -3.384 -2.665
C -6.023 -2.082 -3.631
N -7.154 -1.271 -2.967
C -4.412 -1.170 -0.430
C -4.679 0.083 0.559
N -5.921 0.819 0.013
C -7.057 0.405 0.660
C -7.496 -1.134 1.004
C -8.140 1.595 1.100
N -3.607 1.111 0.713
C -2.286 0.790 0.095
C -2.197 1.109 -1.546
C -0.670 0.976 -2.144
C -0.803 0.011 -3.502
C 0.710 -0.417 -4.003
O 1.259 0.798 -4.689
C 2.740 0.804 -4.595
C 3.626 1.979 -3.864
O 3.399 -0.218 -5.186
O -1.101 1.419 0.675
C -1.273 2.773 1.158
C -1.289 3.959 0.007
O -2.630 4.563 -0.010
C -2.999 5.074 -1.339
C -4.473 4.369 -1.698
H 1.653 -1.891 2.866
H 0.488 -0.436 3.426
H 1.095 -0.644 1.563
H -0.150 -2.795 1.233
H -0.749 -2.875 3.112
H -1.708 -0.299 2.539
H -2.846 -1.787 2.355
H -0.966 -1.043 -0.187
H -2.641 -1.637 -1.493
H -1.870 -3.472 0.078
H -3.588 -3.267 0.943
H -4.620 -4.702 -0.599
H -2.896 -5.135 -1.230
H -3.392 -2.911 -3.089
H -3.950 -4.693 -3.321
H -6.248 -4.305 -3.182
H -6.171 -3.301 -1.589
H -6.412 -2.369 -4.698
H -5.072 -1.364 -3.653
H -8.083 -1.689 -3.193
H -7.008 -1.247 -1.934
H -5.122 -2.054 -0.141
H -4.688 -0.815 -1.535
H -4.895 -0.365 1.645
H -7.560 -1.856 0.085
H -8.521 -1.123 1.593
H -6.700 -1.584 1.763
H -9.149 1.097 1.457
H -7.693 2.372 1.852
H -8.405 2.152 0.079
H -3.549 1.292 1.761
H -2.914 0.415 -2.175
H -2.576 2.221 -1.756
H 0.091 0.442 -1.432
H -0.246 2.040 -2.453
H -1.373 -0.989 -3.271
H -1.423 0.559 -4.363
H 0.670 -1.349 -4.744
H 1.357 -0.688 -3.046
H 2.972 2.888 -3.483
H 4.366 2.404 -4.695
H 4.266 1.598 -2.960
H -2.181 2.982 1.864
H -0.308 3.017 1.820
H -0.924 3.556 -1.041
H -0.506 4.811 0.301
H -3.229 6.233 -1.221
H -2.199 4.910 -2.177
H -4.495 3.227 -1.411
H -4.721 4.431 -2.843
H -5.316 4.887 -1.037
C 4.929 -1.701 2.584
O 3.773 -2.104 2.635
N 5.326 -0.390 2.742
C 6.717 0.007 2.667
C 4.321 0.623 2.991
H 5.770 -2.388 2.399
H 7.004 0.468 3.617
H 6.834 0.732 1.857
H 7.363 -0.853 2.476
H 3.782 0.371 3.909
H 3.613 0.633 2.158
H 4.784 1.608 3.094
C 10.169 -1.611 2.347
O 9.471 -1.118 1.470
N 10.433 -2.957 2.496
C 11.271 -3.463 3.563
C 9.855 -3.894 1.556
H 10.657 -0.988 3.114
H 12.123 -3.990 3.124
H 10.686 -4.156 4.174
H 11.640 -2.650 4.195
H 10.195 -3.642 0.547
H 8.765 -3.807 1.593
H 10.151 -4.918 1.800
C -10.087 4.337 1.199
O -10.439 3.424 1.936
N -10.766 4.767 0.079
C -10.283 5.857 -0.744
C -12.003 4.109 -0.289
H -9.161 4.904 1.387
H -11.036 6.650 -0.758
H -10.120 5.488 -1.760
H -9.345 6.260 -0.353
H -12.715 4.204 0.536
H -11.803 3.047 -0.461
H -12.425 4.556 -1.193
C 15.446 -1.869 2.282
O 15.094 -2.782 3.019
N 14.767 -1.439 1.162
C 15.250 -0.350 0.340
C 13.530 -2.097 0.795
H 16.372 -1.302 2.471
H 14.497 0.444 0.326
H 15.414 -0.719 -0.677
H 16.189 0.053 0.731
H 12.818 -2.002 1.619
H 13.730 -3.159 0.622
H 13.109 -1.650 -0.110



Entry 3:
C37H81N7O11 | wB97M-V/def2-TZVPD

Values from the calculation:
Multiplicity   1
Frontier orbital gap   9.0 eV
SMILES   CN(C)C=O.CN(C)C=O.CN(C)C=O.CN(C)C=O.CN(C)C=O.CN(C)C=O.CN(C)C=O.C1CCOC1.C1CCOC1.C1CCOC1.C1CCOC1

Element x y z (Å)
C -22.747 -0.345 12.912
C -23.334 0.467 14.083
C -22.778 -0.184 15.312
O -21.833 -1.227 14.834
C -21.502 -0.893 13.500
H -22.527 0.268 12.038
H -23.341 -1.244 12.745
H -24.422 0.520 14.126
H -23.115 1.535 14.090
H -23.510 -0.577 16.017
H -22.202 0.611 15.788
H -21.104 -1.683 12.863
H -20.659 -0.213 13.373
C -14.070 -4.263 11.840
C -13.201 -3.135 11.247
C -13.418 -1.918 12.159
O -13.851 -2.524 13.391
C -14.721 -3.579 13.039
H -13.344 -5.052 12.036
H -14.834 -4.671 11.178
H -13.553 -2.846 10.257
H -12.137 -3.370 11.286
H -14.242 -1.295 11.809
H -12.518 -1.356 12.406
H -15.728 -3.204 12.858
H -14.723 -4.298 13.858
C -22.379 3.910 18.180
C -20.911 4.176 18.397
C -20.335 3.868 17.049
O -21.175 2.849 16.558
C -22.474 3.172 16.899
H -22.863 4.877 18.046
H -22.851 3.355 18.991
H -20.539 3.409 19.077
H -20.654 5.197 18.679
H -19.333 3.445 17.123
H -20.245 4.720 16.376
H -23.022 2.241 17.039
H -22.948 3.781 16.129
C -17.556 -0.351 16.102
C -16.996 -1.107 14.918
C -16.943 -0.054 13.941
O -18.235 0.545 14.108
C -18.585 0.521 15.529
H -16.743 0.214 16.556
H -17.894 -1.027 16.887
H -17.686 -1.845 14.508
H -16.093 -1.656 15.185
H -16.880 -0.398 12.909
H -16.170 0.680 14.168
H -19.556 0.029 15.588
H -18.620 1.475 16.055
C -13.191 -1.541 16.448
O -12.901 -0.352 16.753
N -12.647 -2.562 17.117
C -13.201 -3.909 17.032
C -11.793 -2.269 18.308
H -13.910 -1.788 15.651
H -13.581 -4.075 16.024
H -13.949 -4.058 17.811
H -12.413 -4.643 17.198
H -11.295 -1.304 18.215
H -12.412 -2.118 19.193
H -11.070 -3.040 18.577
C -23.134 -0.069 20.076
O -24.326 -0.347 20.324
N -22.353 -0.920 19.407
C -20.964 -0.515 19.145
C -22.654 -2.227 18.863
H -22.637 0.875 20.346
H -20.781 -0.590 18.073
H -20.284 -1.187 19.669
H -20.632 0.470 19.471
H -23.676 -2.487 19.142
H -22.482 -2.309 17.790
H -21.975 -2.969 19.283
C -14.356 2.493 16.581
O -15.000 3.282 15.886
N -14.574 2.290 17.880
C -13.369 1.982 18.663
C -15.786 2.813 18.483
H -13.553 1.866 16.163
H -12.985 2.833 19.225
H -12.499 1.677 18.082
H -13.701 1.235 19.384
H -15.965 2.417 19.482
H -15.796 3.900 18.571
H -16.560 2.467 17.797
C -17.051 -5.987 16.229
O -15.938 -5.716 15.804
N -18.196 -5.863 15.502
C -19.499 -5.976 16.034
C -18.182 -5.209 14.235
H -17.232 -6.260 17.280
H -19.455 -6.712 16.836
H -20.096 -6.436 15.247
H -20.034 -5.056 16.271
H -18.487 -4.163 14.201
H -17.176 -5.243 13.817
H -18.861 -5.819 13.639
C -18.528 1.230 8.956
O -17.467 1.356 9.523
N -19.478 0.346 9.344
C -20.778 0.388 8.663
C -19.438 -0.487 10.562
H -18.893 1.772 8.070
H -21.113 -0.632 8.475
H -20.766 0.911 7.707
H -21.591 0.675 9.330
H -18.409 -0.589 10.907
H -20.086 0.004 11.288
H -19.872 -1.450 10.292
C -17.547 -4.872 9.880
O -18.401 -4.799 10.743
N -16.871 -3.824 9.375
C -15.948 -3.958 8.258
C -16.969 -2.481 9.989
H -17.430 -5.723 9.190
H -14.920 -3.863 8.606
H -16.048 -3.118 7.571
H -16.067 -4.920 7.759
H -17.598 -2.347 10.869
H -15.980 -2.084 10.215
H -17.292 -1.860 9.154
C -19.389 3.413 12.125
O -20.296 3.639 11.301
N -18.749 4.375 12.819
C -19.156 5.778 12.808
C -17.889 3.896 13.913
H -19.080 2.373 12.313
H -19.747 5.999 13.697
H -19.672 5.984 11.870
H -18.270 6.407 12.895
H -18.308 4.157 14.885
H -17.902 2.816 14.064
H -16.918 4.380 13.807



Which of these has the highest frontier orbital gap?
C37H81N7O11



Number 1 is which compound?
C37H77Br3Cl10NO4P